[1]
Below is a 8-piece molecular cluster, C16H48BF4N2O10 overall in a non-equilibrium geometry, with properties calculated with ωB97M-V/def2-TZVPD.

Each line ends with the Löwdin charge.
Element x y z (Å)
B (0.35, 0.53, 0.98)  -1.27
F (0.53, -0.32, 2.07)  0.13
F (0.81, -0.14, -0.17)  0.12
F (-0.99, 0.89, 0.82)  0.14
F (1.14, 1.70, 1.14)  0.12
C (2.95, 3.81, -1.59)  -0.26
C (4.03, 2.98, -2.25)  -0.26
O (3.72, 1.60, -2.33)  -0.08
O (2.85, 3.54, -0.21)  -0.05
H (2.01, 3.68, -2.14)  0.12
H (3.23, 4.86, -1.70)  0.11
H (4.98, 3.11, -1.71)  0.12
H (4.18, 3.34, -3.28)  0.11
H (3.59, 1.24, -1.44)  0.05
H (2.35, 2.73, -0.09)  0.04
C (-2.20, 2.68, -3.19)  -0.24
C (-1.84, 1.92, -1.95)  -0.26
O (-0.43, 1.84, -1.88)  -0.08
O (-2.00, 1.89, -4.36)  -0.09
H (-1.67, 3.62, -3.37)  0.12
H (-3.27, 2.95, -3.14)  0.11
H (-2.29, 0.92, -1.95)  0.12
H (-2.22, 2.44, -1.06)  0.12
H (-0.12, 1.50, -1.04)  0.04
H (-1.43, 1.12, -4.19)  0.03
C (0.65, 0.45, 5.66)  -0.29
C (1.66, 0.36, 6.77)  -0.25
O (2.40, 1.58, 6.76)  -0.08
O (-0.18, -0.69, 5.72)  -0.09
H (1.19, 0.60, 4.72)  0.12
H (0.02, 1.35, 5.75)  0.12
H (2.34, -0.46, 6.53)  0.12
H (1.22, 0.21, 7.76)  0.12
H (3.31, 1.47, 7.06)  0.07
H (-0.76, -0.70, 4.93)  0.03
C (3.83, -0.78, 0.89)  -0.14
O (3.61, 0.60, 0.67)  -0.13
H (2.88, -1.31, 0.80)  0.07
H (4.66, -1.16, 0.31)  0.08
H (4.11, -0.94, 1.94)  0.08
H (2.71, 0.85, 0.93)  0.03
C (-1.33, -3.33, 0.51)  -0.16
O (0.00, -3.01, 0.91)  -0.12
H (-1.91, -3.42, 1.44)  0.07
H (-1.76, -2.56, -0.14)  0.07
H (-1.40, -4.30, 0.02)  0.07
H (0.05, -2.05, 0.95)  0.03
C (0.95, -2.52, -2.78)  -0.05
C (0.90, -1.55, -3.94)  -0.42
C (0.34, -2.16, -5.21)  -0.22
O (1.01, -3.30, -5.70)  -0.18
C (2.33, -3.05, -6.07)  -0.13
N (0.09, -0.34, -3.60)  0.06
H (-0.06, -2.90, -2.57)  0.08
H (1.48, -2.14, -1.91)  0.07
H (1.43, -3.47, -3.06)  0.08
H (1.90, -1.16, -4.15)  0.13
H (0.34, -1.35, -5.96)  0.12
H (-0.71, -2.40, -5.06)  0.13
H (2.42, -2.26, -6.83)  0.09
H (2.78, -3.93, -6.55)  0.08
H (2.95, -2.78, -5.21)  0.08
H (-0.31, -0.49, -2.68)  0.06
H (0.80, 0.37, -3.42)  0.07
C (-4.00, -1.38, 3.85)  -0.06
C (-3.18, -0.49, 2.89)  -0.42
C (-3.99, 0.77, 2.57)  -0.22
O (-5.15, 0.52, 1.81)  -0.19
C (-4.88, 0.39, 0.42)  -0.08
N (-1.90, -0.17, 3.51)  0.06
H (-4.98, -1.57, 3.41)  0.07
H (-4.20, -0.88, 4.80)  0.08
H (-3.43, -2.29, 4.04)  0.07
H (-3.10, -1.11, 2.00)  0.12
H (-3.31, 1.43, 2.01)  0.12
H (-4.26, 1.27, 3.50)  0.13
H (-4.17, -0.43, 0.28)  0.08
H (-4.54, 1.34, 0.00)  0.08
H (-5.83, 0.12, -0.03)  0.09
H (-1.23, 0.04, 2.76)  0.05
H (-2.03, 0.69, 4.03)  0.10

E_HOMO   -7.13 eV
E_LUMO   2.7 eV
Frontier orbital gap   0.3609 hartree
Charge   -1
Electronic energy   -1924.8797 a.u.



[2]
Below is a 8-piece molecular cluster, C16H48O16 overall in a non-equilibrium geometry, with properties calculated with ωB97M-V/def2-TZVPD.

Each line ends with the Löwdin charge.
Element x y z (Å)
O (2.37, -0.96, -5.82)  -0.08
C (3.75, -1.18, -5.45)  -0.22
C (4.67, -2.06, -6.31)  -0.23
O (4.48, -3.43, -5.92)  -0.08
H (1.85, -1.77, -5.90)  0.08
H (4.13, -0.16, -5.40)  0.12
H (3.78, -1.65, -4.47)  0.11
H (5.68, -1.75, -6.02)  0.11
H (4.65, -1.90, -7.39)  0.12
H (4.73, -3.99, -6.67)  0.08
O (-4.89, -4.10, -4.01)  -0.08
C (-6.33, -4.12, -4.20)  -0.23
C (-6.64, -4.52, -5.65)  -0.20
O (-6.11, -3.51, -6.62)  -0.09
H (-4.62, -3.54, -4.74)  0.07
H (-6.76, -4.91, -3.59)  0.12
H (-6.69, -3.14, -3.89)  0.11
H (-7.65, -4.82, -5.91)  0.11
H (-6.17, -5.49, -5.84)  0.11
H (-6.75, -2.80, -6.65)  0.07
O (-3.99, 2.35, -1.85)  -0.09
C (-3.95, 1.75, -3.16)  -0.23
C (-4.06, 2.80, -4.28)  -0.25
O (-5.40, 3.17, -4.44)  -0.05
H (-3.84, 1.64, -1.23)  0.08
H (-3.05, 1.14, -3.20)  0.11
H (-4.84, 1.12, -3.13)  0.12
H (-3.59, 2.25, -5.10)  0.11
H (-3.36, 3.64, -4.24)  0.12
H (-5.67, 3.60, -3.63)  0.09
O (1.63, -5.75, 5.34)  -0.07
C (3.00, -5.44, 5.43)  -0.23
C (3.80, -6.20, 4.28)  -0.24
O (3.93, -7.59, 4.47)  -0.06
H (1.49, -6.70, 5.37)  0.08
H (3.00, -4.36, 5.26)  0.11
H (3.45, -5.58, 6.41)  0.11
H (4.82, -5.81, 4.28)  0.10
H (3.45, -5.85, 3.31)  0.12
H (4.77, -7.77, 4.91)  0.09
O (-0.72, 9.32, -1.37)  -0.07
C (-0.52, 8.25, -0.43)  -0.22
C (0.19, 6.93, -1.03)  -0.18
O (0.56, 5.89, -0.03)  -0.09
H (-1.68, 9.33, -1.36)  0.07
H (0.26, 8.60, 0.25)  0.11
H (-1.47, 7.96, 0.02)  0.11
H (1.03, 7.22, -1.67)  0.11
H (-0.54, 6.47, -1.69)  0.10
H (0.04, 5.11, -0.26)  0.07
O (5.20, 1.89, -1.21)  -0.05
C (5.59, 3.07, -0.64)  -0.29
C (6.21, 4.10, -1.64)  -0.22
O (5.30, 4.39, -2.70)  -0.07
H (5.19, 1.20, -0.54)  0.09
H (4.64, 3.47, -0.27)  0.11
H (6.26, 2.94, 0.20)  0.12
H (7.13, 3.63, -1.98)  0.11
H (6.47, 5.07, -1.21)  0.11
H (4.47, 4.07, -2.32)  0.07
O (-2.56, -1.46, 11.36)  -0.10
C (-2.36, -0.07, 11.11)  -0.23
C (-1.35, 0.20, 9.95)  -0.23
O (-0.82, 1.50, 10.12)  -0.07
H (-3.09, -1.97, 10.74)  0.08
H (-3.38, 0.27, 10.95)  0.11
H (-2.00, 0.33, 12.06)  0.12
H (-1.88, 0.01, 9.01)  0.11
H (-0.59, -0.56, 10.12)  0.12
H (0.13, 1.47, 10.28)  0.08
O (-1.86, -0.91, 2.06)  -0.09
C (-0.56, -1.60, 1.64)  -0.17
C (-0.34, -1.20, 0.18)  -0.25
O (0.00, 0.20, 0.08)  -0.07
H (-1.76, -0.79, 3.01)  0.06
H (0.27, -1.25, 2.25)  0.11
H (-0.64, -2.68, 1.73)  0.11
H (-1.15, -1.37, -0.53)  0.12
H (0.42, -1.87, -0.24)  0.11
H (0.85, 0.24, -0.37)  0.07

E_HOMO   -9.86 eV
Structure (SMILES)   OCCO.OCCO.OCCO.OCCO.OCCO.OCCO.OCCO.OCCO
E_LUMO   0.1 eV
Frontier orbital gap   0.3673 hartree
Energy relative to the best compared isomer or geometry (same formula, charge and spin)   109.1 kcal per mole
Electronic energy   -1841.9692 a.u.